Entry 1:
The following is a DFT calculation (ωB97M-V with the def2-TZVPD basis set) of a molecular structure, C39H84N4NbO9S at a distorted geometry.

Last column: Mulliken spin population.
CARTESIAN COORDINATES (ANGSTROEM)
C: 0.1711 5.1031 0.4527  0.00
C: -0.8587 3.8085 0.4974  0.00
C: -0.3596 2.7834 -0.7010  0.01
C: 1.0159 2.0551 -0.1215  0.00
N: 1.6753 1.2676 -1.2238  0.00
Nb: 3.5377 0.3649 -0.6468  0.00
C: 3.8384 -0.2388 -2.8230  0.00
C: 5.3960 -0.2799 -3.3314  0.00
O: 5.8247 -1.2917 -4.1368  0.00
C: 2.2836 -1.5333 -0.1646  0.00
C: 1.8629 -1.6130 1.4360  0.00
C: 2.9700 -2.3556 2.3883  0.00
C: 3.9372 -1.2814 3.1610  0.00
C: 3.1943 -0.5192 4.4338  0.00
O: 4.0084 0.6246 4.8919  0.00
C: 3.5100 1.8372 4.2164  0.00
C: 4.6882 2.9801 3.9550  0.00
C: 4.7569 2.2695 -0.9724  0.00
C: 3.9230 3.6417 -1.2190  0.00
C: 3.8108 4.5840 0.1593  0.00
S: 5.3667 5.6727 0.3304  0.00
O: 5.1242 6.6452 1.5321  0.00
O: 5.6064 6.5692 -0.9206  0.00
O: 6.7888 4.7803 0.6237  0.00
O: 5.3286 -0.5300 0.0181  0.00
C: 5.4627 -1.9348 -0.3472  0.00
C: 7.0580 -2.1488 -0.8015  0.00
N: 7.7970 -2.4712 0.4936  0.00
C: 9.1846 -1.8712 0.5279  0.00
C: 9.2368 -0.2491 0.7691  0.00
C: 8.0210 0.3531 1.6909  0.00
O: 9.4026 0.4456 -0.5411  0.00
H: 1.0690 4.8427 1.1880  0.00
H: 0.6555 5.0828 -0.6361  0.00
H: -0.3466 6.1260 0.6871  0.00
H: -0.6979 3.2440 1.5337  0.00
H: -1.9724 4.1545 0.3995  0.00
H: -1.2144 1.9762 -0.8990  -0.01
H: -0.1807 3.3151 -1.7347  0.00
H: 0.6256 1.2554 0.6746  0.00
H: 1.7164 2.7772 0.4754  0.00
H: 1.7031 1.7596 -2.1394  0.00
H: 3.2234 0.8919 1.0651  0.00
H: 3.2747 0.5568 -3.5032  0.00
H: 3.2998 -1.2777 -3.0381  0.00
H: 6.2203 0.5446 -3.1036  0.00
H: 2.7581 -2.5146 -0.5852  0.00
H: 1.2473 -1.4079 -0.7451  0.00
H: 1.6757 -0.5012 1.8048  0.00
H: 0.7867 -2.1280 1.4536  0.00
H: 3.5261 -3.1520 1.7362  0.00
H: 2.3535 -2.9322 3.2297  0.00
H: 4.8372 -1.8860 3.6203  0.00
H: 4.3703 -0.4499 2.4580  0.00
H: 2.1081 -0.1289 4.1509  0.00
H: 3.0445 -1.2655 5.3492  0.00
H: 3.1069 1.5380 3.1545  0.00
H: 2.5993 2.2954 4.8102  0.00
H: 5.6017 2.5173 3.3640  0.00
H: 5.1079 3.4407 4.9533  0.00
H: 4.2091 3.8365 3.2910  0.00
H: 5.3862 2.4252 0.0305  0.00
H: 5.5698 2.1885 -1.8294  0.00
H: 2.8828 3.5422 -1.7380  0.00
H: 4.5829 4.3085 -1.9594  0.00
H: 2.9355 5.3542 -0.0861  0.00
H: 3.6042 3.9296 1.1077  0.00
H: 6.5855 3.9394 1.1371  0.00
H: 4.8222 -2.3061 -1.2485  0.00
H: 5.3136 -2.6831 0.5672  0.00
H: 7.3988 -1.1198 -1.2706  0.00
H: 7.1125 -3.0433 -1.5855  0.00
H: 7.9220 -3.5090 0.5172  0.00
H: 9.8385 -2.1560 -0.4270  0.00
H: 9.7544 -2.3742 1.4462  0.00
H: 10.2449 -0.0334 1.3620  0.00
H: 7.3355 1.1024 1.0740  0.00
H: 7.3108 -0.4791 2.1597  0.00
H: 8.4082 0.9807 2.6266  0.00
H: 8.7005 1.1585 -0.6352  0.00
C: -2.3059 -2.5175 -5.3517  0.01
C: -1.8463 -2.4827 -3.8670  0.04
C: -2.3632 -3.7335 -3.0988  0.02
C: -3.8318 -3.6703 -2.6950  -0.02
C: -4.1548 -2.3589 -1.9910  0.01
C: -3.7354 -1.1208 -2.8246  0.03
N: -2.3015 -1.1865 -3.2584  0.27
O: -1.5016 -0.9363 -2.1291  0.65
C: -4.6765 -1.0004 -4.0566  0.01
C: -4.0499 0.1712 -2.0047  0.00
C: -0.2876 -2.6145 -3.9492  -0.01
H: -2.4950 -1.5124 -5.7457  -0.01
H: -1.5429 -2.9471 -6.0134  0.00
H: -3.2067 -3.1243 -5.4974  0.00
H: -1.7729 -3.8719 -2.1820  0.00
H: -2.1996 -4.6374 -3.7019  0.00
H: -4.4733 -3.8044 -3.5749  0.00
H: -4.0597 -4.5087 -2.0258  0.00
H: -5.2292 -2.3247 -1.7704  0.00
H: -3.6493 -2.3478 -1.0164  0.00
H: -4.3847 -0.1584 -4.6949  -0.01
H: -5.7129 -0.8263 -3.7404  0.00
H: -4.7099 -1.8970 -4.6741  0.00
H: -3.5468 0.1882 -1.0321  0.00
H: -5.1252 0.2530 -1.7950  -0.01
H: -3.7557 1.0691 -2.5596  0.00
H: 0.1581 -1.7512 -4.4568  0.00
H: -0.0024 -3.5139 -4.5107  0.00
H: 0.1792 -2.7168 -2.9627  0.01
C: -8.2886 -2.5331 2.8738  0.02
C: -7.6410 -1.1508 2.5795  0.02
C: -8.3861 -0.0174 3.3425  0.02
C: -9.7053 0.4135 2.7120  -0.02
C: -9.5389 0.7009 1.2256  0.02
C: -8.8988 -0.4865 0.4614  0.02
N: -7.6172 -0.9437 1.0915  0.26
O: -6.6334 0.0198 0.8061  0.66
C: -9.9241 -1.6537 0.3937  0.01
C: -8.7142 -0.0833 -1.0365  -0.02
C: -6.2122 -1.2589 3.2125  -0.01
H: -8.2327 -3.2041 2.0090  -0.01
H: -7.7787 -3.0670 3.6859  0.00
H: -9.3369 -2.4477 3.1815  0.00
H: -7.7415 0.8708 3.4026  0.00
H: -8.5727 -0.3251 4.3808  0.00
H: -10.4718 -0.3549 2.8734  0.00
H: -10.0714 1.3147 3.2185  0.00
H: -10.5177 0.9486 0.7958  0.00
H: -8.9240 1.6026 1.1073  0.00
H: -9.4922 -2.5295 -0.1044  0.00
H: -10.8137 -1.3591 -0.1776  0.00
H: -10.2974 -1.9685 1.3673  0.00
H: -8.1000 0.8148 -1.1605  0.00
H: -9.6817 0.1396 -1.5069  0.00
H: -8.2527 -0.8967 -1.6076  0.01
H: -5.6106 -2.0235 2.7076  0.00
H: -6.2767 -1.5337 4.2735  0.00
H: -5.6649 -0.3096 3.1817  0.00

multiplicity: 3
net charge: -1
orbital gap (spin up / spin down): 6.6288 / 5.6978 eV
largest force on an atom: 7.7 eV Å⁻¹
E_tot: -78560.3902 eV

---

Entry 2:
The following is a DFT calculation (ωB97M-V with the def2-TZVPD basis set) of a molecular structure, C39H86N8O6P at a distorted geometry.

Last column: Löwdin charge in e.
CARTESIAN COORDINATES (ANGSTROEM)
C: 2.9306 -5.8631 1.1862  -0.12
C: 2.1320 -5.8269 2.4985  -0.25
C: 1.8741 -4.3792 2.9643  -0.25
C: 0.6491 -3.7457 2.3001  -0.40
C: -0.6088 -4.4231 2.8670  -0.12
P: 0.4507 -1.7917 2.2719  0.72
C: 2.0058 -1.4521 3.3859  -0.35
N: 1.7291 -1.8942 4.7880  -0.06
C: 0.0974 0.1232 2.3035  -0.28
O: 1.0617 0.9257 1.6091  -0.23
C: 1.3926 2.1385 2.2360  -0.29
C: 2.7235 2.5924 1.6722  -0.06
C: 1.4371 -1.6197 0.6327  -0.19
C: 2.6922 -2.1821 0.4225  -0.08
C: 3.3776 -2.0218 -0.7711  -0.18
N: 2.9004 -1.3336 -1.8114  0.07
C: 1.6927 -0.7992 -1.6285  -0.20
C: 0.9494 -0.9098 -0.4659  -0.10
C: -1.2498 -2.0726 1.3255  -0.26
C: -1.4362 -2.6916 0.0916  -0.09
C: -2.7054 -2.8246 -0.4427  -0.18
N: -3.8288 -2.4140 0.1422  0.05
C: -3.6700 -1.8618 1.3467  -0.16
C: -2.4341 -1.6810 1.9410  -0.10
H: 3.4019 -6.8353 1.0694  0.06
H: 3.7125 -5.1099 1.1809  0.06
H: 2.2616 -5.7131 0.3439  0.07
H: 2.7164 -6.3371 3.2632  0.10
H: 1.2014 -6.3611 2.3347  0.09
H: 1.7357 -4.3893 4.0422  0.09
H: 2.8222 -3.8778 2.7881  0.07
H: 0.6962 -4.0380 1.2463  0.08
H: -1.2796 -4.7618 2.0851  0.07
H: -1.1402 -3.7692 3.5559  0.05
H: -0.3492 -5.3129 3.4390  0.06
H: -0.3313 -1.8686 3.5138  0.03
H: 2.2110 -0.3788 3.4213  0.06
H: 2.9437 -1.8820 3.0525  0.05
H: 1.2020 -1.1662 5.2521  0.04
H: 2.6199 -1.9306 5.2738  0.05
H: -0.8925 0.3834 1.9109  0.07
H: 0.0805 0.4048 3.3587  0.08
H: 1.4580 2.0310 3.3195  0.11
H: 0.6209 2.8690 1.9710  0.11
H: 2.6222 2.8049 0.6127  0.06
H: 3.4154 1.7566 1.7402  0.08
H: 3.1229 3.4499 2.2050  0.07
H: 3.1721 -2.7699 1.1879  0.06
H: 4.3554 -2.4657 -0.8923  0.08
H: 1.2821 -0.2336 -2.4562  0.10
H: -0.0140 -0.4291 -0.4002  -0.05
H: -0.5782 -3.0519 -0.4530  0.11
H: -2.8103 -3.2772 -1.4221  0.10
H: -4.5629 -1.5237 1.8542  0.09
H: -2.3939 -1.2196 2.9198  0.09
C: -4.2845 5.4727 1.1422  -0.07
C: -3.3375 4.3635 0.6962  -0.42
C: -2.8972 3.4223 1.8240  -0.20
O: -1.9157 3.9642 2.6839  -0.20
C: -2.3981 4.7568 3.7492  -0.10
N: -2.1852 4.9604 0.0130  0.05
H: -3.7620 6.2526 1.6964  0.06
H: -4.7430 5.9459 0.2737  0.07
H: -5.0828 5.0780 1.7738  0.08
H: -3.8733 3.7494 -0.0339  0.13
H: -2.4274 2.5468 1.3671  0.11
H: -3.7558 3.0591 2.4040  0.12
H: -3.3530 4.3794 4.1281  0.09
H: -2.5090 5.8045 3.4563  0.08
H: -1.6609 4.7087 4.5504  0.09
H: -1.6107 4.2136 -0.3705  0.05
H: -1.6054 5.3720 0.7404  0.05
C: -5.3222 -0.9239 -3.2883  -0.08
C: -6.7607 -0.5114 -3.5863  -0.43
C: -7.5736 -0.2988 -2.3028  -0.23
O: -7.9044 -1.4857 -1.6214  -0.19
C: -6.7927 -1.9847 -0.8859  -0.12
N: -7.3687 -1.4948 -4.4888  0.04
H: -5.2623 -1.9662 -2.9773  0.06
H: -4.7001 -0.8172 -4.1759  0.08
H: -4.8822 -0.3115 -2.4996  0.07
H: -6.7425 0.4499 -4.1104  0.13
H: -8.5194 0.1950 -2.5500  0.12
H: -7.0249 0.3682 -1.6237  0.12
H: -6.1732 -1.1568 -0.5366  0.07
H: -6.1805 -2.6548 -1.4872  0.06
H: -7.1527 -2.5423 -0.0221  0.09
H: -8.2973 -1.1771 -4.7523  0.06
H: -7.5354 -2.3404 -3.9496  0.07
C: -2.0737 1.9354 -2.5794  -0.05
C: -1.8275 0.6651 -1.7708  -0.38
C: -0.6053 0.7435 -0.8446  -0.18
O: 0.6408 0.6100 -1.5002  -0.33
C: 1.1661 1.7956 -2.0583  -0.03
N: -1.7658 -0.4775 -2.6846  0.09
H: -1.3660 2.0356 -3.4025  0.07
H: -3.0731 1.9129 -3.0151  0.07
H: -1.9977 2.8257 -1.9510  0.06
H: -2.6967 0.5165 -1.1220  0.14
H: -0.6557 -0.0933 -0.1434  0.07
H: -0.6205 1.6662 -0.2473  0.13
H: 0.9295 2.6679 -1.4407  0.10
H: 0.8002 1.9622 -3.0755  0.09
H: 2.2495 1.6837 -2.1031  0.11
H: -1.7129 -1.3326 -2.1363  0.05
H: -0.8759 -0.4406 -3.1746  0.08
C: 2.0073 8.8936 0.5024  -0.07
C: 1.3147 7.6721 -0.0938  -0.43
C: 1.5094 7.5293 -1.6099  -0.21
O: 0.7210 8.4058 -2.3931  -0.19
C: 1.2570 9.6990 -2.5810  -0.11
N: -0.0987 7.6857 0.2900  0.05
H: 1.4723 9.8153 0.2728  0.06
H: 2.0480 8.8064 1.5878  0.07
H: 3.0304 8.9890 0.1323  0.08
H: 1.7679 6.7861 0.3608  0.13
H: 1.1977 6.5226 -1.8987  0.12
H: 2.5687 7.6307 -1.8818  0.12
H: 2.3480 9.6722 -2.6631  0.09
H: 0.9716 10.3774 -1.7725  0.07
H: 0.8471 10.0917 -3.5116  0.09
H: -0.5359 6.8200 -0.0120  0.04
H: -0.5639 8.4030 -0.2596  0.07
C: 7.5272 -6.0825 -2.8602  -0.07
C: 6.0178 -6.0846 -2.6388  -0.43
C: 5.6034 -5.8753 -1.1758  -0.21
O: 5.7644 -7.0173 -0.3553  -0.20
C: 7.0565 -7.2032 0.1821  -0.11
N: 5.4552 -7.3135 -3.2067  0.04
H: 7.9887 -7.0093 -2.5188  0.06
H: 7.7496 -5.9839 -3.9227  0.07
H: 8.0011 -5.2498 -2.3366  0.08
H: 5.6046 -5.2427 -3.2013  0.14
H: 4.5357 -5.6464 -1.1537  0.11
H: 6.1225 -5.0140 -0.7349  0.12
H: 7.5310 -6.2470 0.4230  0.09
H: 7.7024 -7.7672 -0.4970  0.07
H: 6.9487 -7.7790 1.1017  0.09
H: 4.4413 -7.2681 -3.1589  0.07
H: 5.7016 -8.0791 -2.5852  0.07

net charge: -1
orbital gap: 6.3886 eV
largest force on an atom: 14.0 eV Å⁻¹
E_tot: -75318.8032 eV